(1)
24
Properties=species:S:1:pos:R:3:forces:R:3:mulliken_charge:R:1 method="wB97M-V/def2-TZVPD" orbital_gap_ev=10.067 largest_force_ev_per_a=1.53 smiles="CC1(C)CCC1=O.CC=O" charge=0 de_lowest_ev=1.1806
C 2.058647 -1.141554 -1.523106 -0.1 0.0 0.3 -1.7474
C 0.992952 -0.337949 -0.780900 0.3 0.6 -0.1 1.9806
C 1.431428 1.110129 -0.613129 -0.1 -0.1 0.0 -1.5999
C -0.438096 -0.570643 -1.329234 0.0 0.0 -0.1 -0.9755
C -0.778811 -1.478717 -0.133693 0.0 0.2 0.5 -0.3794
C 0.563885 -1.028819 0.516512 -0.5 -1.2 -0.7 -0.1546
O 1.123367 -1.301655 1.534074 0.0 0.4 0.2 -0.5748
H 1.729725 -2.163807 -1.680574 0.0 -0.2 0.0 0.4088
H 2.256227 -0.691929 -2.492417 0.0 0.1 -0.1 0.4274
H 2.982884 -1.162869 -0.949196 0.1 0.0 0.0 0.3837
H 0.716842 1.662527 -0.001537 0.0 0.1 0.0 0.2452
H 2.405781 1.150744 -0.127416 0.0 0.1 0.0 0.3727
H 1.502441 1.597213 -1.587666 0.0 0.0 0.0 0.4087
H -0.479431 -1.053141 -2.302775 0.0 0.0 -0.1 0.3372
H -1.037055 0.342195 -1.356502 0.0 0.0 0.0 0.2722
H -1.712112 -1.301391 0.396301 0.1 0.1 0.1 0.2896
H -0.744981 -2.543541 -0.359271 0.1 -0.1 0.0 0.2838
C -2.111666 1.671407 1.425313 -0.4 -0.4 -0.2 -0.8700
C -1.393608 0.711135 2.323823 1.0 1.0 0.4 0.1820
O -1.827806 -0.306823 2.768177 -0.4 -0.5 0.0 -0.4640
H -2.481951 2.499028 2.030090 0.0 0.1 0.1 0.3684
H -1.436696 2.088085 0.687276 0.2 0.1 -0.1 0.2231
H -2.953009 1.181266 0.931987 0.0 0.1 0.1 0.2632
H -0.368957 1.069111 2.623861 -0.3 -0.3 -0.1 0.3191

=====

(2)
8
Properties=species:S:1:pos:R:3:forces:R:3:mulliken_charge:R:1 method="wB97M-V/def2-TZVPD" orbital_gap_ev="6.556 / 6.646" largest_force_ev_per_a=3.06 charge=-1 de_lowest_ev=5.4083
C -0.108285 0.064441 -0.101912 -0.3 -1.1 -0.2 -0.8264
O -2.200203 0.207755 1.732099 0.0 0.5 0.3 -0.5796
O -1.866692 -2.741914 0.180544 -0.1 1.7 0.1 -0.4843
S -2.891644 0.815856 -1.085617 0.1 0.1 0.2 -0.5040
S -1.971182 -0.191060 0.340198 1.7 -2.4 -0.8 0.5539
H 0.647600 -0.343153 0.636445 -1.3 0.2 -0.5 0.2723
H -0.003007 -0.499317 -1.086689 -0.1 1.0 1.3 0.2577
H 0.033459 1.138759 -0.189006 0.0 0.0 -0.3 0.3103